118
Properties=species:S:1:pos:R:3:mulliken_charge:R:1 method="wB97M-V/def2-TZVPD" e_homo_ev=-7.99 orbital_gap_ev=10.05 total_charge=-1
F 0.87320 1.22500 -0.87085 -0.387
H -0.22772 4.75618 -2.70404 0.350
H -2.84717 6.50582 -3.37637 0.339
O -0.02344 5.42074 -3.36196 -0.631
H -1.86564 6.09317 1.44836 0.246
C -3.10835 -3.33673 5.67519 0.462
H -3.28263 -1.71218 4.29175 0.373
H 4.26530 -2.21374 -2.87607 0.306
C -2.80325 -1.92798 5.24659 -1.380
F -1.79024 1.49421 0.96256 -0.389
H -2.45155 -1.11489 -5.95586 0.304
H -2.07031 -4.84165 6.75831 0.334
C 3.70239 0.33018 3.57929 -1.178
O 4.18559 2.14567 1.94329 -0.540
O 3.56746 4.39299 -4.53151 -0.508
H -4.71551 -3.98824 -1.51127 0.317
C 3.68443 -2.80094 -4.75680 0.838
H 4.20080 -0.39260 4.22524 0.384
F -0.68179 2.77938 -0.51040 -0.416
H -1.77644 1.54894 -6.67445 0.256
H -3.19402 -6.52470 -3.09774 0.370
H 4.45245 4.74997 -4.63621 0.304
H -2.20301 -3.36283 7.70337 0.370
C -5.81910 1.31780 -1.71425 -0.489
H 2.01956 -5.35928 0.79771 0.321
O -3.03653 -4.13030 4.51135 -0.527
C -2.05724 0.78056 -5.95414 -0.421
H 2.67395 -3.93591 1.46899 0.317
H -2.90228 1.11394 -5.35175 0.214
H -3.19023 -1.19986 5.95946 0.380
H 3.28998 1.86681 1.73905 0.349
H 2.84212 -0.08937 3.05773 0.285
H 5.20344 2.31045 -3.76590 0.333
H 5.65216 3.13722 -5.30060 0.442
H -0.12909 1.21538 6.69054 0.319
H -4.96693 6.40798 -1.84853 0.242
H -4.11713 -3.46388 6.06799 0.312
H 0.85232 5.19024 -3.67203 0.286
H -4.85480 1.62939 -2.11569 0.186
H 5.36802 -3.34944 -3.60050 0.394
O 3.83961 -3.90520 -5.65026 -0.566
P -0.46170 1.25971 0.04591 1.316
H 2.00355 -4.39564 3.71532 0.138
H -0.16318 1.53765 8.39466 0.324
H 0.47540 -6.32470 4.27528 0.315
F -1.21347 0.63886 -1.20990 -0.361
H -1.26135 0.62914 -5.22494 0.174
O -2.34021 -0.43556 -6.62497 -0.524
H 2.88521 2.08677 -6.75397 0.376
H 0.59926 -3.54238 1.89994 0.260
H -4.46936 -5.50373 -3.65576 0.334
H 2.25261 3.64206 -6.47554 0.340
H 4.67861 -4.34275 -5.48832 0.300
O -5.91959 1.52385 -0.29205 -0.514
H -2.43137 -2.53090 -2.72169 0.288
H -5.78226 0.25485 -1.95275 0.242
O -3.73497 6.86939 -3.41144 -0.522
C 1.53583 -4.94237 2.89652 0.699
H 3.42097 -5.53374 1.90133 0.383
C 2.23208 -2.47920 -4.74308 -1.258
H 1.95122 -1.65676 -4.08520 0.355
H -1.77516 4.63076 8.13150 0.310
H -3.01657 -5.52405 -4.51623 0.354
H 0.73365 -6.89381 2.62742 0.335
C -1.25307 2.97647 7.18867 0.577
C -0.07783 2.02196 7.42190 -1.244
C -2.03559 -3.75378 6.69976 -1.229
O 0.09945 6.58810 1.33077 -0.504
F 0.40574 1.92174 1.26926 -0.403
H -3.98003 5.05968 -2.44247 0.172
C 5.16800 0.06523 1.43639 -1.026
H 4.30353 -1.99707 -5.15503 0.038
O -2.68172 -3.23121 -3.32871 -0.505
H -3.18009 -3.41205 -0.70609 0.354
H -1.01390 -3.50334 6.41426 0.275
H 2.08781 -6.86770 3.77881 0.377
H -1.73638 2.66079 5.04028 0.336
H -0.41936 3.84555 5.33334 0.297
C -1.24479 6.93087 1.13071 -0.523
O -1.03532 4.02155 8.07591 -0.543
H -5.11981 1.16741 0.10153 0.304
H 5.85157 0.58623 0.76603 0.288
C 3.18628 3.08177 -6.42620 -1.272
C 4.30909 -3.13903 -3.45054 -1.403
H 1.74626 -3.38202 -4.37295 0.328
H 4.22501 -0.04768 0.90150 0.219
H 3.90604 3.54972 -7.09781 0.291
H -6.66979 1.74054 -2.24878 0.274
C -4.55193 5.93847 -2.74040 -0.472
H 3.87053 -3.87774 -2.77967 0.363
F -0.21388 -0.25853 0.58510 -0.387
H 3.29319 1.11873 4.21083 0.332
O 0.36079 -4.33408 2.38773 -0.464
C -3.66828 -4.19312 -1.28894 -1.300
H -2.01096 4.31667 5.64797 0.345
C 2.49966 -4.98627 1.70240 -1.314
H -1.83596 -4.74432 -2.19068 0.129
C 4.92340 2.49773 -4.80254 -1.465
H -1.59144 7.79230 1.70158 0.266
H -1.72433 -1.84926 5.11307 0.329
H 0.31543 5.84969 0.75658 0.313
H 5.03984 1.54978 -5.32785 0.304
H -1.46914 7.18412 0.09455 0.205
H 0.90968 2.45829 7.27182 0.339
C 1.18908 -6.34487 3.45166 -1.363
H -3.72032 -5.03287 -0.59598 0.359
C 3.58754 3.05847 -4.90900 0.574
C -2.80921 -4.42332 -2.56193 0.669
H 1.88052 -2.21617 -5.74074 0.307
H 5.54203 -0.91447 1.73370 0.347
C -3.39188 -5.52831 -3.49289 -1.368
H 5.62587 1.27341 3.16136 0.303
C -1.36252 3.44220 5.70191 -1.226
H 2.82187 2.45336 -4.42353 0.289
H -2.17559 2.43202 7.39027 0.168
C 4.72536 0.98387 2.61976 0.242
H -2.27938 -3.84185 3.99645 0.304
H -5.37919 5.58249 -3.35443 0.233

***

117
Properties=species:S:1:pos:R:3:mulliken_spin:R:1 method="wB97M-V/def2-TZVPD" s_squared=8.762 e_homo_ev="-12.72 / -12.72" orbital_gap_ev="6.04 / 3.16" multiplicity=6 total_charge=+2
H 25.85965 28.25559 -22.60523 -0.001
H 28.27001 23.01584 -28.04781 0.000
H 25.77998 26.89987 -19.54006 0.000
O 23.98195 20.37788 -25.24017 0.000
H 18.42646 29.32724 -26.70602 0.000
H 27.05369 22.63026 -26.91364 0.000
H 27.37791 27.57126 -19.04703 0.000
H 20.79518 27.03495 -22.69110 -0.012
H 24.44809 24.41932 -23.27137 0.001
C 24.07225 23.41247 -23.13779 0.003
C 22.21874 26.00298 -20.68164 0.007
H 25.36682 22.47753 -24.48118 -0.001
H 21.99333 26.64566 -19.83431 0.000
C 23.12319 19.25122 -25.22416 0.000
H 25.12019 30.48384 -21.75671 0.000
N 20.21636 26.66396 -21.92670 0.059
H 22.56571 21.34148 -24.17542 0.000
H 23.97640 29.18713 -21.80003 0.001
H 28.09717 24.08095 -26.62193 0.000
H 28.56444 26.00095 -22.36790 0.000
C 25.93908 27.20365 -22.92805 0.009
H 26.28891 31.00611 -19.07495 0.000
H 23.08917 18.79923 -24.22867 0.000
H 29.34482 27.02695 -25.20974 0.000
C 18.32903 30.96706 -25.28271 0.000
H 22.23768 23.94487 -25.12905 -0.005
H 17.36547 23.06640 -20.61959 0.000
H 19.42329 26.28183 -22.46852 0.000
O 23.87608 30.37132 -20.06648 0.000
H 23.50476 21.95040 -29.76414 0.000
H 22.10966 19.60849 -25.44946 0.000
C 30.07957 27.20206 -24.42699 0.000
H 20.99833 30.12060 -23.86877 -0.002
O 20.14323 27.37951 -27.34022 0.031
C 26.55589 24.33460 -28.11908 0.000
C 21.16118 31.19541 -24.05136 0.000
C 24.38179 29.32054 -19.26228 0.000
H 26.01410 27.66174 -17.93956 0.000
H 16.37897 30.89973 -25.94174 0.000
Fe 20.62993 25.80293 -26.14245 3.917
H 19.31568 28.95829 -25.26163 0.000
H 26.29040 23.07149 -29.78950 0.000
O 21.61635 27.18211 -24.95402 0.745
H 23.38484 30.89780 -21.89847 0.000
H 25.39775 25.91022 -27.57941 0.000
C 22.84286 27.56499 -24.54856 0.000
C 28.26835 27.03016 -22.63077 0.000
H 26.11368 29.09234 -20.58461 0.000
H 17.23025 24.68430 -19.78780 0.000
C 23.66138 21.21843 -24.20512 -0.001
H 23.14841 27.00077 -23.65604 0.052
C 20.01843 24.86309 -20.26386 0.000
C 20.89294 25.51300 -21.29587 -0.008
H 19.36485 32.77474 -25.17942 0.000
H 31.06689 28.76036 -22.49870 0.000
H 22.81236 25.13437 -20.38329 0.000
C 24.10133 30.22467 -21.43119 -0.002
H 22.81249 26.54661 -21.41799 0.000
H 20.55119 24.02406 -19.79497 0.000
C 24.27892 22.55068 -24.37054 0.000
H 29.02094 28.81709 -23.55802 0.000
H 22.23505 31.32326 -23.93891 0.000
C 27.56631 23.48818 -27.35868 0.000
H 30.84793 27.30605 -21.82530 0.000
H 20.47624 28.27508 -27.10687 -0.001
C 24.32082 21.62632 -29.10021 0.000
H 25.12397 27.02622 -23.63249 0.006
H 30.94598 27.78352 -24.72614 0.000
C 25.63934 23.59367 -29.07168 0.000
O 27.16040 26.91199 -23.53580 0.001
H 18.15492 31.00260 -24.19915 0.000
C 17.88416 23.87143 -20.09981 0.000
H 18.29349 23.38535 -19.20236 0.000
O 20.79660 31.32829 -25.42240 0.001
N 30.35389 28.14490 -22.12234 0.000
C 19.52615 31.80619 -25.68696 0.000
O 22.36555 25.63681 -27.20139 0.041
H 25.80203 26.63212 -21.99788 -0.001
H 22.76716 26.38859 -27.66596 -0.001
C 29.39251 27.85018 -23.19223 0.000
H 23.97746 20.78506 -23.25242 0.000
H 22.93046 24.85413 -27.42285 0.001
H 20.83165 23.64033 -24.38684 0.007
N 26.69044 30.09464 -18.80975 0.000
H 30.49482 26.25836 -24.04806 0.000
H 25.05111 24.27306 -29.71316 0.000
H 24.16860 29.62351 -18.24341 0.000
H 25.10005 21.26070 -29.77250 0.000
H 27.59455 30.13393 -19.28540 0.000
N 23.75851 23.22256 -25.57847 0.002
H 23.83103 28.41437 -19.56113 0.000
H 19.41075 32.12935 -26.72826 0.000
H 17.36303 31.76780 -26.87481 0.000
N 25.70321 25.05771 -27.09918 0.001
O 18.92365 24.30753 -20.97136 0.001
H 19.73695 25.55864 -19.46503 0.001
H 27.97883 27.49098 -21.67477 0.000
H 23.96037 20.83595 -28.45381 0.000
C 18.40367 29.47957 -25.60835 0.003
N 17.12230 31.59079 -25.89431 0.000
O 24.76019 22.75937 -28.36469 0.000
H 22.99161 23.48974 -22.96230 0.000
H 24.43103 23.94242 -25.92863 -0.001
H 19.55779 27.50788 -28.11308 0.003
H 27.07036 25.07992 -28.74193 0.000
H 23.58540 27.22852 -25.29717 0.091
C 26.30056 27.69382 -18.99499 0.000
H 23.80122 22.53998 -26.34242 0.000
H 17.56961 28.84869 -25.29216 0.000
H 21.11132 24.68225 -21.99532 0.000
H 22.97982 28.63292 -24.39223 0.013
H 26.30072 25.39417 -26.34305 0.000
H 20.57463 31.83367 -23.39494 0.000
H 24.51557 22.93592 -22.26673 0.000
C 25.84196 29.06906 -19.51462 0.000
H 23.45944 18.53459 -25.95930 0.000
O 21.22582 24.25514 -25.03379 0.037